Model a:
{"formula": "C3H4FNO", "method": "wB97M-V/def2-TZVPD", "symbols": ["O", "C", "N", "C", "C", "F", "H", "H", "H", "H"], "xyz": [[1.49, -1.75, -0.14], [0.82, -0.79, 0.15], [1.01, 0.57, -0.09], [-0.41, 0.84, -0.15], [-0.64, -0.55, 0.35], [-1.47, -1.41, -0.31], [1.73, 1.02, -0.60], [-0.80, 1.55, 0.55], [-0.83, 1.09, -1.16], [-0.90, -0.57, 1.41]], "smiles": "O=C1NC[C@H]1F", "lumo_energy_ev": 0.91, "orbital_gap_ev": 11.10}

=====

Model b:
{"formula": "C3H4FNO", "method": "wB97M-V/def2-TZVPD", "symbols": ["C", "C", "C", "N", "O", "F", "H", "H", "H", "H"], "xyz": [[-1.57, 0.48, 0.59], [-1.43, 0.00, -0.64], [0.77, 0.40, -0.18], [1.80, -0.43, 0.28], [-0.16, -0.13, -1.17], [1.14, 1.61, -0.45], [-2.26, 0.45, 1.37], [-2.14, -0.56, -1.14], [2.73, -0.06, 0.39], [1.71, -1.39, 0.60]], "lumo_energy_ev": [0.62, 0.26], "orbital_gap_ev": [9.03, 7.91]}

=====

According to the calculations, the structures order from most to least stable as model a, model b.

=====

Model a:
{"formula": "C3H4F2O", "method": "wB97M-V/def2-TZVPD", "symbols": ["C", "C", "C", "H", "H", "H", "H", "O", "F", "F"], "xyz": [[-0.76, 0.71, -0.34], [0.78, 0.35, 0.08], [1.10, -0.91, 0.34], [-2.10, -0.79, 0.00], [-1.13, 1.11, 0.72], [-0.88, 1.57, -1.04], [2.19, -1.14, 0.79], [-1.19, -0.38, -1.11], [1.78, 1.36, -0.03], [0.20, -1.88, 0.58]], "lumo_energy_ev": -0.86, "orbital_gap_ev": 8.88}

=====

Model b:
{"formula": "C3H4F2O", "method": "wB97M-V/def2-TZVPD", "symbols": ["O", "C", "C", "F", "C", "F", "H", "H", "H", "H"], "xyz": [[1.49, -1.14, 0.36], [0.56, -0.42, 0.14], [0.20, 0.81, 0.95], [1.28, 1.15, 1.75], [-0.44, -0.67, -1.01], [-1.44, 0.32, -1.09], [-0.14, 1.65, 0.28], [-0.71, 0.48, 1.49], [0.07, -0.55, -1.99], [-0.88, -1.63, -0.88]], "smiles": "O=C(CF)CF", "lumo_energy_ev": 0.80, "orbital_gap_ev": 11.15}

=====

According to the calculations, the structures order from most to least stable as model b, model a.

=====

Model a:
{"formula": "C4H8NS", "method": "wB97M-V/def2-TZVPD", "symbols": ["C", "S", "C", "N", "C", "C", "H", "H", "H", "H", "H", "H", "H", "H"], "xyz": [[0.75, 1.22, 0.41], [1.87, -0.09, -0.32], [0.76, -1.28, 0.40], [-0.63, -0.74, 0.17], [-0.89, -0.05, -1.15], [-0.64, 0.75, 0.12], [0.88, 2.23, -0.06], [1.13, 1.40, 1.46], [0.81, -1.35, 1.46], [0.70, -2.14, -0.27], [-1.33, -1.20, 0.64], [-1.96, 0.08, -1.68], [-0.06, -0.01, -1.87], [-1.40, 1.19, 0.70]], "total_charge": 1, "smiles": "C1SC[N@@H+]2C[C@H]12", "lumo_energy_ev": -3.16, "orbital_gap_ev": 10.63}

=====

Model b:
{"formula": "C4H8NS", "method": "wB97M-V/def2-TZVPD", "symbols": ["C", "C", "C", "C", "N", "S", "H", "H", "H", "H", "H", "H", "H", "H"], "xyz": [[0.15, 0.79, -0.63], [-0.69, 0.16, -3.56], [0.13, -0.11, 0.29], [0.14, -0.89, 3.06], [-0.09, 0.59, -2.23], [0.19, 0.51, 1.89], [0.25, 1.77, -0.36], [-1.52, -0.53, -3.56], [0.11, -1.15, 0.21], [0.78, -1.61, 2.59], [-0.88, -0.88, 3.24], [0.55, -0.45, 3.86], [0.03, 1.57, -2.43], [0.86, 0.24, -2.36]], "total_charge": 1, "lumo_energy_ev": [-6.55, -6.55], "orbital_gap_ev": [6.03, 6.03]}

=====

According to the calculations, the structures order from most to least stable as model a, model b.

=====

Model a:
{"formula": "C4H8NS", "method": "wB97M-V/def2-TZVPD", "symbols": ["C", "C", "C", "C", "N", "S", "H", "H", "H", "H", "H", "H", "H", "H"], "xyz": [[-0.41, 1.07, 0.50], [-1.69, -1.18, -0.43], [-0.34, -1.25, 0.07], [1.75, 0.18, -0.09], [0.39, -0.12, 0.14], [-0.71, 2.22, -0.97], [0.02, 1.70, 1.30], [-1.41, 0.77, 0.82], [-1.79, -0.49, -1.19], [-2.54, -1.85, -0.30], [0.18, -2.12, 0.49], [1.88, 0.83, -0.96], [2.55, -0.56, -0.13], [2.10, 0.80, 0.74]], "total_charge": 1, "lumo_energy_ev": [-7.32, -6.44], "orbital_gap_ev": [6.82, 7.29]}

=====

Model b:
{"formula": "C4H8NS", "method": "wB97M-V/def2-TZVPD", "symbols": ["C", "C", "C", "N", "C", "S", "H", "H", "H", "H", "H", "H", "H", "H"], "xyz": [[2.06, 0.21, -0.57], [1.45, 1.01, 0.32], [-0.27, 0.65, 0.61], [-0.54, -0.84, 0.30], [-1.80, -0.41, -0.42], [-1.30, 1.25, -0.75], [3.07, 0.24, -0.99], [1.57, -0.74, -0.94], [1.75, 1.79, 0.94], [-0.72, 0.87, 1.54], [-0.75, -1.49, 1.10], [0.27, -1.10, -0.29], [-2.10, -1.01, -1.17], [-2.69, -0.43, 0.33]], "total_charge": 1, "smiles": "C=C[C@@H]1[NH2+]CS1", "lumo_energy_ev": -3.54, "orbital_gap_ev": 10.21}

=====

According to the calculations, the structures order from most to least stable as model b, model a.

=====

Model a:
{"formula": "H3N3O2", "method": "wB97M-V/def2-TZVPD", "symbols": ["N", "N", "N", "O", "O", "H", "H", "H"], "xyz": [[-0.74, -0.52, 0.26], [0.31, 0.35, 0.21], [1.40, -0.16, 0.08], [1.75, -1.32, -0.13], [2.38, 0.80, 0.07], [-0.26, -1.45, 0.04], [-1.33, -0.25, -0.44], [1.86, 1.53, -0.23]], "smiles": "N/N=[N+](\\[O-])O", "lumo_energy_ev": 0.93, "orbital_gap_ev": 10.61}

=====

Model b:
{"formula": "H3N3O2", "method": "wB97M-V/def2-TZVPD", "symbols": ["N", "N", "N", "O", "O", "H", "H", "H"], "xyz": [[0.47, -0.16, -0.04], [-0.39, 0.29, -0.96], [-1.99, -1.22, -0.02], [-1.24, -1.72, 0.79], [-3.13, -1.40, -0.32], [0.25, 0.13, 0.89], [1.23, -0.81, -0.20], [-0.72, 1.12, -0.50]], "lumo_energy_ev": [0.26, -0.81], "orbital_gap_ev": [9.58, 7.48]}

=====

Model c:
{"formula": "H3N3O2", "method": "wB97M-V/def2-TZVPD", "symbols": ["N", "N", "N", "O", "O", "H", "H", "H"], "xyz": [[-0.19, -0.99, 1.66], [0.70, -0.29, -1.21], [0.52, 0.23, -0.02], [-0.44, 1.23, -0.05], [-1.10, -0.45, 2.14], [-0.04, -0.10, -1.89], [1.73, -0.54, -1.28], [-1.18, 0.91, 0.64]], "lumo_energy_ev": [0.89, -0.11], "orbital_gap_ev": [8.60, 7.91]}

=====

Model d:
{"formula": "H3N3O2", "method": "wB97M-V/def2-TZVPD", "symbols": ["N", "N", "N", "O", "O", "H", "H", "H"], "xyz": [[-0.20, 0.51, -0.58], [1.23, 0.35, 1.11], [0.22, -0.29, 0.25], [0.02, -1.49, 0.45], [-1.62, -0.53, -1.71], [1.15, 1.35, 0.95], [0.95, 0.11, 2.04], [-1.76, -0.03, -2.52]], "lumo_energy_ev": -2.21, "orbital_gap_ev": 8.66}

=====

According to the calculations, the structures order from most to least stable as model a, model b, model c, model d.

=====

Model a:
{"formula": "C5H5ClOS", "method": "wB97M-V/def2-TZVPD", "symbols": ["S", "C", "C", "C", "C", "Cl", "C", "O", "H", "H", "H", "H", "H"], "xyz": [[-0.50, 1.77, -2.15], [0.59, 1.14, -1.01], [0.06, 0.01, -0.14], [-0.24, 0.19, 1.11], [-0.41, -1.17, 1.78], [-1.46, -1.64, 3.11], [-0.27, -1.98, 0.69], [0.01, -1.31, -0.49], [0.47, 2.13, -3.17], [1.12, 1.87, -0.33], [1.41, 0.67, -1.49], [-0.16, 1.19, 1.69], [-0.61, -2.86, 0.38]], "smiles": "SCc1cc(Cl)co1", "lumo_energy_ev": 0.57, "orbital_gap_ev": 9.75}

=====

Model b:
{"formula": "C5H5ClOS", "method": "wB97M-V/def2-TZVPD", "symbols": ["S", "C", "C", "Cl", "C", "C", "C", "O", "H", "H", "H", "H", "H"], "xyz": [[3.24, -1.17, 0.01], [2.59, 0.31, -0.13], [1.20, 0.66, -0.11], [0.85, 2.35, -0.02], [0.20, -0.25, -0.26], [-1.21, 0.09, -0.30], [-2.18, -0.56, 0.65], [-2.06, -0.99, -0.67], [3.28, 1.15, -0.42], [0.52, -1.31, -0.29], [-1.49, 1.03, -0.75], [-1.87, -1.33, 1.41], [-3.07, 0.01, 0.88]], "smiles": "S=C/C(Cl)=C/[C@@H]1CO1", "lumo_energy_ev": -1.16, "orbital_gap_ev": 7.90}

=====

According to the calculations, the structures order from most to least stable as model a, model b.

=====

Model a:
{"formula": "C6H9N4S", "method": "wB97M-V/def2-TZVPD", "symbols": ["C", "C", "C", "C", "C", "C", "N", "N", "N", "N", "S", "H", "H", "H", "H", "H", "H", "H", "H", "H"], "xyz": [[1.62, 1.85, 0.84], [-1.72, -0.07, 0.34], [0.19, -0.88, -0.62], [1.14, -0.28, 0.76], [0.22, 0.36, 1.85], [-0.44, -1.75, -3.11], [2.00, 0.76, 0.34], [-1.09, -0.68, -0.64], [0.59, 1.77, 1.78], [-1.19, 0.36, 1.48], [0.97, -1.52, -2.00], [1.97, 2.97, 0.67], [-2.83, 0.20, 0.16], [1.62, -1.16, 1.02], [0.39, 0.15, 3.01], [-0.70, -0.89, -3.79], [-1.19, -2.17, -2.57], [-0.23, -2.49, -3.92], [0.50, 2.50, 2.41], [-1.83, 0.96, 1.99]], "total_charge": 1, "lumo_energy_ev": -4.96, "orbital_gap_ev": 7.94}

=====

Model b:
{"formula": "C6H9N4S", "method": "wB97M-V/def2-TZVPD", "symbols": ["C", "S", "C", "N", "C", "C", "C", "N", "C", "N", "N", "H", "H", "H", "H", "H", "H", "H", "H", "H"], "xyz": [[-2.42, -0.23, -0.92], [-1.00, -0.25, 0.18], [-1.67, -1.21, 1.71], [-0.71, 1.27, 0.55], [0.59, 1.72, 0.52], [1.68, 0.97, 0.05], [2.95, 1.55, -0.03], [3.99, 1.97, -0.16], [1.48, -0.35, -0.49], [2.46, -1.01, -1.13], [0.30, -0.91, -0.49], [-2.08, 0.24, -1.92], [-2.94, -1.08, -0.85], [-3.13, 0.51, -0.55], [-0.77, -1.57, 2.13], [-2.10, -0.28, 2.30], [-2.37, -1.87, 1.19], [0.47, 2.75, 0.87], [3.24, -0.45, -1.36], [2.02, -1.79, -1.59]], "total_charge": 1, "smiles": "CS1(C)=NC=C(C#N)C(=[NH2+])N=1", "lumo_energy_ev": -3.93, "orbital_gap_ev": 9.04}

=====

According to the calculations, the structures order from most to least stable as model a, model b.